A gas-phase ion, C5H13N2O (charge -1), computed with the ωB97M-V functional and the def2-TZVPD basis.

Last column: natural (NBO) charge in e.
Geometry (Å):
1 C 2.113 1.228 -0.662  -0.628
2 C 1.254 0.121 -0.050  -0.448
3 C -0.251 0.043 -0.527  -0.066
4 C -0.957 1.327 -0.023  -0.218
5 N -2.181 1.217 0.830  -0.861
6 N -1.056 -1.139 -0.020  -0.722
7 C -0.238 -2.469 0.118  0.150
8 O 0.601 -2.413 1.123  -0.938
9 H 2.356 1.032 -1.700  0.198
10 H 1.685 2.209 -0.459  0.187
11 H 2.980 1.189 0.025  0.204
12 H 1.201 0.090 1.053  0.217
13 H 1.679 -0.882 -0.190  0.249
14 H -0.334 -0.060 -1.616  0.163
15 H -1.331 1.867 -0.915  0.166
16 H -0.291 1.940 0.541  0.174
17 H -2.839 0.593 0.386  0.368
18 H -1.841 0.981 1.753  0.354
19 H -1.499 -0.957 0.864  0.334
20 H 0.038 -2.653 -0.918  0.072
21 H -1.086 -3.264 0.389  0.044

Values from the calculation:
- SMILES string: CC[C@H](CN)NC[O-]
- Net charge: -1



A molecular structure, C5H13N2O, computed with the ωB97M-V functional and the def2-TZVPD basis.

Last column: natural (NBO) charge in e.
Geometry (Å):
1 C 0.603 -0.245 -1.009  -0.192
2 N 1.580 -0.973 -0.402  -0.701
3 C 2.322 -0.200 0.395  0.440
4 O 1.945 0.941 1.069  -0.824
5 C -0.956 -0.502 -0.467  -0.349
6 C -1.117 0.369 0.868  -0.395
7 C -2.081 -0.096 1.940  -0.612
8 N -1.994 0.283 -1.640  -0.801
9 H 0.364 -0.577 -2.067  0.143
10 H 0.648 0.895 -0.900  0.196
11 H 3.992 0.909 -1.928  0.038
12 H 4.708 1.121 -2.077  -0.039
13 H 3.363 -0.632 0.509  0.092
14 H -0.757 -1.494 -0.002  0.236
15 H -0.140 0.369 1.331  0.262
16 H -1.286 1.369 0.485  0.205
17 H -2.523 0.731 2.440  0.200
18 H -2.913 -0.764 1.531  0.178
19 H -1.510 -0.714 2.617  0.201
20 H -1.345 -0.856 -1.540  0.416
21 H -2.902 0.067 -1.153  0.306

Values from the calculation:
- Net charge: -1



A gas-phase ion, C5H13N2O (charge -1), computed with the ωB97M-V functional and the def2-TZVPD basis.

Last column: natural (NBO) charge in e.
Geometry (Å):
1 N -0.380 2.448 -0.092  -0.919
2 C -0.421 1.885 -1.463  -0.045
3 N -0.838 0.510 -1.522  -0.653
4 C 0.231 -0.386 -1.062  -0.241
5 C -0.330 -1.571 -0.317  -0.403
6 C 0.659 -2.078 0.753  -0.429
7 C 0.872 -0.983 1.893  -0.022
8 O 0.104 0.131 1.764  -0.983
9 H -1.227 2.918 0.164  0.339
10 H -0.013 1.797 0.602  0.429
11 H -1.100 2.550 -1.997  0.153
12 H 0.586 2.016 -1.845  0.162
13 H -1.607 0.412 -0.869  0.355
14 H 0.876 0.082 -0.314  0.217
15 H 0.780 -0.749 -1.944  0.158
16 H -1.222 -1.307 0.244  0.212
17 H -0.565 -2.433 -0.955  0.170
18 H 1.609 -2.316 0.286  0.166
19 H 0.222 -3.005 1.153  0.170
20 H 0.705 -1.490 2.872  0.090
21 H 1.966 -0.748 1.839  0.075

Values from the calculation:
- SMILES string: NCNCCCC[O-]
- Net charge: -1



These records have energy relative to the best compared isomer or geometry (same formula, charge and spin) values of 1.489, 5.782, 0.782 eV, in the order they appear.
These records have electronic energy values of -383.0092, -382.8514, -383.0351 Ha, in the order they appear.
These records have HOMO-LUMO gap values of 0.238, 0.274, 0.258 Ha, in the order they appear.